{"formula": "C19H25ClFeIO2Sb", "method": "wB97M-V/def2-TZVPD", "symbols": ["Fe", "I", "C", "C", "C", "C", "C", "C", "C", "C", "C", "C", "H", "H", "H", "H", "H", "H", "C", "C", "Sb", "C", "C", "C", "C", "H", "H", "H", "H", "H", "H", "H", "H", "H", "H", "H", "H", "H", "H", "H", "Cl", "C", "C", "O", "O", "H", "H", "C", "H", "H"], "coordinates": [[-0.992, -1.179, -1.461], [-1.072, -3.023, 1.067], [-2.154, -1.469, 1.967], [-2.349, -1.550, 3.317], [-3.104, -0.560, 3.981], [-3.650, 0.464, 3.268], [-3.455, 0.562, 1.868], [-4.031, 1.637, 1.147], [-3.833, 1.740, -0.199], [-3.034, 0.787, -0.867], [-2.432, -0.284, -0.237], [-2.676, -0.406, 1.170], [-1.934, -2.377, 3.878], [-3.253, -0.630, 5.052], [-4.244, 1.225, 3.763], [-4.626, 2.367, 1.684], [-4.278, 2.561, -0.751], [-2.877, 0.927, -1.935], [-0.075, 2.443, 1.402], [0.986, 2.273, 0.315], [1.120, 0.205, -0.269], [2.891, 0.240, -1.501], [3.664, 1.553, -1.520], [2.013, -0.537, 1.543], [3.245, 0.220, 2.023], [-0.178, 3.487, 1.706], [0.173, 1.865, 2.296], [-1.052, 2.100, 1.057], [1.962, 2.635, 0.643], [0.712, 2.838, -0.579], [2.548, -0.029, -2.501], [3.518, -0.587, -1.161], [3.040, 2.378, -1.869], [4.527, 1.492, -2.188], [4.033, 1.824, -0.528], [2.245, -1.584, 1.338], [1.224, -0.541, 2.300], [4.036, 0.204, 1.271], [3.653, -0.220, 2.936], [3.017, 1.266, 2.239], [0.796, -5.330, -4.425], [1.999, -3.294, -3.511], [0.923, -2.501, -3.067], [0.427, -1.646, -3.953], [0.449, -2.579, -1.894], [2.429, -3.118, -4.481], [2.503, -3.920, -2.796], [-0.745, -0.863, -3.525], [-1.566, -1.220, -4.156], [-0.523, 0.157, -3.855]], "forces_ev_per_a": [[-0.08, -0.06, 0.00], [-0.02, 0.07, -0.04], [0.03, -0.04, -0.03], [-0.01, 0.02, 0.01], [-0.01, 0.01, -0.01], [0.02, -0.03, 0.01], [-0.02, 0.04, 0.00], [0.01, -0.01, -0.05], [-0.02, 0.01, 0.06], [0.02, -0.01, -0.03], [-0.04, 0.02, 0.02], [0.00, -0.01, 0.04], [0.00, 0.00, 0.00], [0.01, -0.01, 0.00], [0.00, 0.00, -0.01], [0.00, 0.00, 0.01], [0.00, -0.01, -0.01], [0.00, 0.01, 0.00], [0.01, -0.01, 0.01], [-0.03, 0.00, -0.02], [0.09, 0.00, 0.02], [-0.03, 0.00, 0.00], [0.00, 0.00, -0.01], [0.00, 0.00, 0.01], [-0.01, -0.01, -0.01], [0.01, 0.00, 0.00], [0.00, 0.00, 0.00], [-0.01, -0.01, 0.00], [0.00, 0.00, 0.00], [0.01, 0.01, 0.00], [0.03, 0.01, -0.01], [0.00, 0.00, 0.01], [0.01, 0.00, 0.00], [0.00, 0.00, 0.00], [0.00, 0.00, 0.00], [0.00, 0.00, 0.01], [0.01, 0.00, 0.01], [0.01, 0.00, 0.01], [0.00, 0.00, 0.00], [0.00, 0.00, 0.00], [0.00, 0.00, 0.00], [0.03, -0.04, 0.00], [0.01, -0.02, 0.00], [0.00, 0.02, -0.03], [0.02, -0.02, 0.03], [-0.01, 0.02, 0.00], [0.00, 0.00, 0.00], [-0.02, 0.03, 0.01], [0.00, 0.00, -0.01], [-0.01, -0.01, -0.03]], "lowdin_charge": [0.454, 1.033, -0.627, -0.180, -0.098, -0.053, -0.190, -0.068, -0.101, -0.152, -0.243, -0.266, 0.079, 0.096, 0.105, 0.102, 0.095, 0.082, -0.190, -0.434, 1.477, -0.414, -0.201, -0.444, -0.192, 0.065, 0.062, 0.044, 0.035, 0.047, 0.038, 0.053, 0.060, 0.064, 0.049, 0.041, 0.033, 0.053, 0.063, 0.055, -0.275, -0.110, -0.657, -0.115, -0.213, 0.041, 0.041, -0.207, 0.038, 0.029], "de_lowest_kcal_mol": 0.0, "total_charge": -1, "lumo_ev": [2.405, 2.389], "s2": 8.77, "spin_multiplicity": 6, "e_homo_ev": [-3.7, -5.2], "orbital_gap_ha": [0.2245, 0.2781]}

{"formula": "C19H25ClIrN3O7STe", "method": "wB97M-V/def2-TZVPD", "symbols": ["Ir", "C", "N", "C", "C", "O", "C", "O", "C", "C", "O", "N", "C", "C", "H", "H", "H", "H", "H", "H", "H", "H", "H", "H", "H", "H", "H", "H", "H", "H", "Te", "C", "C", "C", "C", "C", "C", "H", "H", "H", "H", "H", "Cl", "C", "C", "C", "C", "N", "C", "H", "H", "H", "H", "O", "S", "O", "O", "O"], "coordinates": [[-0.137, 0.193, -1.033], [0.282, -3.791, -2.370], [-0.780, -3.643, -1.365], [-1.917, -4.556, -1.453], [-0.707, -2.660, -0.505], [0.280, -1.871, -0.517], [-1.773, -2.483, 0.559], [-1.408, -1.371, 1.335], [-2.426, -0.522, 1.759], [-2.275, 0.850, 1.129], [-1.224, 1.220, 0.552], [-3.281, 1.703, 1.251], [-3.191, 2.999, 0.576], [-4.518, 1.360, 1.957], [0.001, -4.603, -3.033], [0.386, -2.875, -2.944], [1.225, -4.026, -1.882], [-2.544, -4.274, -2.299], [-1.550, -5.569, -1.601], [-2.509, -4.544, -0.544], [-2.756, -2.368, 0.096], [-1.782, -3.374, 1.196], [-3.422, -0.924, 1.556], [-2.339, -0.389, 2.843], [-3.110, 2.856, -0.500], [-4.094, 3.562, 0.789], [-2.324, 3.556, 0.927], [-4.310, 0.790, 2.859], [-5.006, 2.282, 2.259], [-5.198, 0.798, 1.316], [-0.434, 2.450, -2.231], [1.546, 2.866, -2.724], [2.397, 1.876, -3.203], [3.714, 2.208, -3.491], [4.170, 3.505, -3.296], [3.312, 4.487, -2.824], [1.989, 4.174, -2.543], [2.037, 0.869, -3.355], [4.383, 1.449, -3.875], [5.199, 3.754, -3.524], [3.666, 5.500, -2.683], [1.316, 4.945, -2.190], [4.560, -1.281, 1.577], [3.545, 0.029, 1.106], [3.818, 1.322, 1.512], [2.963, 2.325, 1.098], [1.877, 2.010, 0.305], [1.621, 0.751, -0.088], [2.445, -0.231, 0.312], [4.678, 1.530, 2.133], [3.129, 3.354, 1.384], [1.190, 2.775, -0.017], [2.219, -1.232, -0.019], [-1.653, 0.657, -3.962], [-1.291, -0.579, -3.311], [-1.607, -1.795, -3.986], [0.226, -0.520, -2.933], [-1.835, -0.550, -1.852]], "forces_ev_per_a": [[-0.41, 0.72, -0.34], [-0.02, -0.02, 0.01], [-0.03, -0.26, -0.05], [0.07, 0.02, 0.00], [0.16, 0.22, -0.02], [-0.23, 0.00, 0.10], [0.06, -0.04, 0.01], [0.11, 0.02, 0.09], [0.01, -0.03, -0.04], [0.03, 0.20, -0.09], [0.22, -0.44, 0.08], [-0.10, 0.01, 0.10], [-0.02, -0.04, 0.07], [0.08, 0.05, -0.02], [0.00, 0.00, -0.01], [0.02, -0.05, 0.04], [0.01, -0.02, 0.02], [0.00, 0.01, -0.02], [0.01, 0.00, 0.00], [-0.01, 0.02, 0.02], [0.01, 0.07, -0.04], [-0.07, -0.07, -0.04], [0.02, -0.02, -0.05], [-0.07, 0.01, 0.03], [0.01, 0.00, -0.03], [0.01, 0.00, 0.00], [0.02, 0.00, 0.00], [0.00, -0.01, 0.00], [-0.01, 0.00, 0.01], [0.00, 0.00, -0.01], [-0.24, -0.05, 0.21], [-0.02, 0.04, -0.11], [0.17, 0.11, 0.03], [-0.05, -0.04, 0.01], [0.04, -0.01, 0.00], [-0.08, 0.02, 0.03], [0.15, 0.01, -0.11], [-0.04, -0.08, -0.01], [0.00, 0.01, 0.00], [-0.01, 0.00, 0.00], [0.00, 0.00, 0.00], [-0.02, 0.01, 0.00], [-0.01, 0.02, 0.00], [0.05, -0.09, -0.02], [0.10, 0.04, 0.07], [-0.06, 0.07, -0.06], [0.07, -0.25, 0.11], [0.11, -0.09, 0.18], [0.08, 0.22, -0.18], [-0.01, 0.00, -0.01], [0.00, -0.01, 0.00], [-0.03, -0.01, 0.05], [-0.03, 0.00, 0.01], [-0.15, 0.24, -0.31], [0.35, -0.35, 0.31], [-0.10, 0.03, 0.10], [0.07, -0.15, 0.30], [-0.22, -0.03, -0.41]], "lowdin_charge": [1.143, 0.012, -0.089, 0.005, -0.404, -0.127, -0.105, -0.105, -0.107, -0.374, -0.161, -0.106, -0.005, -0.009, 0.102, 0.067, 0.105, 0.111, 0.103, 0.085, 0.140, 0.150, 0.135, 0.154, 0.072, 0.095, 0.100, 0.093, 0.096, 0.109, 1.480, -0.587, -0.123, -0.058, -0.064, -0.071, -0.158, 0.085, 0.113, 0.111, 0.111, 0.095, 0.732, -0.630, -0.056, -0.017, -0.137, -0.103, -0.111, 0.122, 0.123, 0.064, 0.104, -0.410, 0.321, -0.246, -0.499, -0.473], "de_lowest_kcal_mol": 0.0, "total_charge": 1, "lumo_ev": [-2.752, -4.502], "s2": 0.76, "spin_multiplicity": 2, "e_homo_ev": [-11.0, -11.7], "orbital_gap_ha": [0.3023, 0.2651]}

{"formula": "C19H25ClN4O2S", "method": "wB97M-V/def2-TZVPD", "symbols": ["C", "H", "H", "H", "C", "N", "C", "N", "N", "C", "C", "N", "C", "C", "C", "C", "C", "C", "H", "H", "H", "Cl", "H", "H", "H", "H", "S", "C", "C", "O", "O", "C", "C", "C", "C", "C", "C", "H", "H", "H", "H", "H", "H", "H", "H", "H", "H", "H", "H", "H", "H", "H"], "coordinates": [[0.471, 2.226, 2.198], [-0.080, 1.349, 2.529], [0.378, 3.007, 2.947], [1.521, 1.955, 2.103], [-0.083, 2.722, 0.866], [-0.054, 1.667, -0.115], [-1.022, 0.728, -0.308], [-0.640, -0.171, -1.175], [0.599, 0.160, -1.565], [0.959, 1.244, -0.935], [2.263, 1.940, -1.149], [2.135, 3.062, -2.056], [1.886, 4.358, -1.671], [2.334, 4.876, -0.452], [2.096, 6.201, -0.138], [1.432, 7.051, -1.005], [1.009, 6.542, -2.224], [1.225, 5.221, -2.554], [0.884, 4.839, -3.505], [0.495, 7.188, -2.919], [1.255, 8.079, -0.738], [2.649, 6.802, 1.390], [2.884, 4.267, 0.247], [1.717, 2.804, -2.940], [2.946, 1.211, -1.596], [2.679, 2.277, -0.201], [-2.542, 0.731, 0.536], [-2.844, -1.049, 0.407], [-1.614, -1.791, 0.910], [-0.854, -1.355, 1.735], [-1.520, -2.963, 0.318], [-0.372, -3.773, 0.631], [-0.086, -4.648, -0.585], [-1.208, -5.659, -0.806], [-1.419, -6.510, 0.442], [-1.761, -5.618, 1.631], [-0.640, -4.613, 1.880], [-0.898, -3.950, 2.708], [0.281, -5.137, 2.141], [-2.688, -5.080, 1.423], [-1.914, -6.223, 2.527], [-2.225, -7.227, 0.272], [-0.508, -7.074, 0.660], [-2.128, -5.122, -1.037], [-0.962, -6.296, -1.658], [0.859, -5.168, -0.416], [0.024, -4.008, -1.462], [0.468, -3.092, 0.819], [-3.706, -1.267, 1.038], [-3.049, -1.318, -0.627], [0.493, 3.571, 0.491], [-1.125, 3.031, 0.985]], "forces_ev_per_a": [[-0.14, 0.10, -0.15], [-0.04, -0.08, 0.03], [0.04, 0.08, 0.13], [0.11, -0.01, 0.00], [0.15, 0.22, 0.55], [-0.20, -0.64, -0.60], [0.00, 0.15, -0.11], [-0.96, -0.11, 0.24], [1.19, 0.13, -0.35], [0.03, -0.01, 0.13], [-0.10, -0.03, -0.03], [0.12, -0.19, -0.40], [0.04, 0.45, 0.06], [0.04, -0.09, -0.05], [-0.16, 0.00, -0.24], [0.05, 0.10, 0.12], [0.03, -0.06, 0.08], [0.00, -0.10, 0.00], [-0.05, -0.04, -0.10], [-0.05, 0.05, -0.07], [0.00, 0.10, 0.05], [0.05, 0.06, 0.14], [0.05, -0.04, 0.07], [0.03, 0.04, 0.11], [-0.08, 0.05, 0.22], [0.09, -0.05, -0.08], [-0.43, 0.03, 0.12], [0.32, 0.35, -0.09], [-0.19, 0.35, 0.22], [0.06, -0.21, 0.11], [-0.21, -0.46, -0.29], [0.87, -0.16, 0.27], [-0.42, 0.27, 0.03], [0.26, -0.17, 0.04], [-0.30, 0.14, -0.07], [0.25, -0.16, 0.07], [-0.35, 0.28, -0.15], [0.11, 0.00, 0.02], [0.07, 0.00, 0.03], [-0.08, -0.02, 0.05], [-0.09, 0.03, 0.02], [0.05, -0.09, 0.01], [0.04, -0.09, 0.01], [-0.07, -0.02, -0.09], [-0.07, 0.03, -0.06], [0.07, 0.01, 0.01], [0.12, 0.02, 0.00], [-0.20, -0.13, -0.07], [0.01, -0.02, -0.02], [-0.02, -0.07, 0.13], [-0.23, -0.10, 0.03], [0.16, 0.10, -0.07]], "lowdin_charge": [-0.049, 0.069, 0.079, 0.075, -0.186, -0.004, -0.630, 0.034, 0.072, -0.289, -0.108, 0.033, -0.279, -0.089, -0.677, -0.127, -0.084, -0.032, 0.109, 0.107, 0.099, 0.671, 0.101, 0.136, 0.127, 0.107, 0.998, -0.340, -0.586, 0.085, 0.030, -0.290, -0.129, -0.195, -0.205, -0.195, -0.130, 0.117, 0.125, 0.113, 0.109, 0.107, 0.113, 0.114, 0.109, 0.124, 0.122, 0.152, 0.093, 0.088, 0.100, 0.107], "de_lowest_kcal_mol": 6.2, "total_charge": 0, "lumo_ev": 0.638, "e_homo_ev": -8.2, "orbital_gap_ha": 0.3236, "smiles": "CCn1c(CNc2cccc(Cl)c2)nnc1SCC(=O)OC1CCCCC1"}

{"formula": "C19H25FN5O4", "method": "wB97M-V/def2-TZVPD", "symbols": ["N", "C", "N", "C", "C", "C", "C", "C", "C", "F", "N", "H", "H", "H", "H", "H", "H", "H", "H", "H", "H", "H", "H", "H", "H", "H", "C", "C", "C", "C", "C", "C", "N", "O", "O", "H", "H", "H", "H", "H", "C", "C", "C", "C", "C", "C", "N", "O", "O", "H", "H", "H", "H", "H"], "coordinates": [[4.877, -0.001, 4.769], [4.911, -0.201, 3.477], [5.518, 0.637, 2.643], [4.800, 1.005, 1.390], [3.978, -0.152, 0.821], [3.390, -1.152, 1.836], [1.945, -0.944, 2.346], [1.199, 0.368, 2.092], [1.649, 1.582, 2.898], [2.184, 1.195, 4.136], [4.331, -1.368, 2.986], [5.003, 0.907, 5.190], [4.622, -0.772, 5.369], [5.911, 1.448, 3.110], [5.543, 1.320, 0.661], [4.189, 1.876, 1.619], [3.197, 0.284, 0.197], [4.623, -0.718, 0.146], [3.410, -2.119, 1.336], [1.944, -1.145, 3.418], [1.330, -1.726, 1.900], [1.172, 0.639, 1.033], [0.159, 0.162, 2.358], [0.806, 2.246, 3.097], [2.408, 2.177, 2.389], [5.067, -1.998, 2.678], [-5.311, -0.244, 1.258], [-4.249, -0.397, 2.140], [-3.057, -0.951, 1.704], [-2.955, -1.340, 0.380], [-4.003, -1.207, -0.514], [-5.189, -0.650, -0.064], [-1.686, -1.914, -0.096], [-0.780, -2.047, 0.712], [-1.605, -2.223, -1.264], [-6.239, 0.191, 1.604], [-4.350, -0.087, 3.172], [-2.224, -1.087, 2.377], [-3.904, -1.530, -1.540], [-6.016, -0.536, -0.751], [-0.807, 1.319, -5.259], [-1.341, 0.799, -4.087], [-2.663, 0.386, -4.054], [-3.420, 0.499, -5.201], [-2.915, 1.013, -6.379], [-1.592, 1.427, -6.400], [-4.825, 0.045, -5.156], [-5.242, -0.383, -4.096], [-5.475, 0.124, -6.174], [0.226, 1.638, -5.287], [-0.730, 0.709, -3.199], [-3.098, -0.022, -3.155], [-3.542, 1.086, -7.255], [-1.174, 1.832, -7.311]], "forces_ev_per_a": [[0.17, -0.14, 0.31], [0.13, -0.41, -0.21], [-0.88, 0.86, 0.34], [0.23, -0.17, -0.25], [0.22, -0.05, -0.11], [-0.01, 0.05, -0.01], [0.02, 0.04, -0.02], [-0.20, -0.02, 0.25], [-0.11, 0.10, -0.19], [0.06, 0.02, -0.10], [0.01, -0.13, -0.11], [0.28, -0.05, -0.03], [-0.28, 0.07, -0.08], [0.18, -0.01, -0.15], [0.00, -0.04, 0.04], [-0.03, -0.05, 0.03], [-0.03, -0.11, 0.03], [0.00, 0.04, 0.05], [-0.13, 0.04, 0.04], [0.00, 0.02, -0.05], [0.05, 0.05, -0.03], [0.07, -0.03, 0.03], [0.05, -0.02, -0.05], [0.05, -0.05, 0.06], [0.07, -0.08, 0.06], [0.06, 0.02, 0.10], [0.02, -0.01, -0.01], [-0.02, 0.01, -0.02], [-0.01, 0.03, 0.07], [-0.01, 0.01, 0.02], [-0.07, 0.02, -0.11], [-0.01, 0.02, 0.04], [-0.05, -0.07, -0.02], [0.04, 0.09, 0.04], [0.04, 0.05, -0.03], [0.00, 0.00, 0.00], [0.00, 0.00, 0.00], [0.02, -0.03, -0.03], [0.06, -0.04, 0.02], [0.01, 0.00, -0.01], [-0.02, -0.01, 0.00], [0.01, 0.03, -0.11], [0.14, -0.02, 0.16], [-0.07, -0.03, 0.04], [0.02, 0.04, -0.08], [0.02, -0.01, 0.04], [0.01, 0.00, 0.00], [-0.01, 0.00, 0.00], [-0.01, 0.01, 0.00], [0.00, 0.01, 0.00], [0.00, -0.01, 0.00], [-0.03, -0.01, -0.02], [-0.04, -0.02, 0.02], [0.00, 0.00, 0.00]], "lowdin_charge": [0.263, -0.380, 0.134, -0.116, -0.102, -0.255, -0.130, -0.163, -0.172, -0.069, 0.089, 0.145, 0.149, 0.158, 0.129, 0.101, 0.121, 0.123, 0.145, 0.115, 0.098, 0.116, 0.104, 0.124, 0.091, 0.151, -0.058, -0.062, -0.011, -0.147, -0.001, -0.046, -0.341, 0.045, 0.090, 0.112, 0.110, 0.109, 0.111, 0.116, -0.072, -0.065, -0.003, -0.142, 0.003, -0.061, -0.349, 0.062, 0.094, 0.105, 0.102, 0.096, 0.122, 0.110], "de_lowest_kcal_mol": 176.1, "total_charge": 1, "lumo_ev": -3.280, "e_homo_ev": -11.6, "orbital_gap_ha": 0.3069}